Molecular formula: C42H114N4O13
Method: DFT, ωB97M-V/def2-TZVPD

Results
Maximum force (eV Å⁻¹): 3.67
Gap between HOMO and LUMO (hartree): 0.34210
HOMO energy (eV): -8.8
LUMO energy (eV): 0.50
E_tot (eV): -77976.713

```
! wB97M-V def2-TZVPD RIJCOSX def2/J DEFGRID3
* xyz 0 1
C -5.13 -2.91 -2.56
C -3.76 -2.25 -2.98
O -3.63 -0.94 -2.41
H -5.08 -3.98 -2.78
H -5.93 -2.36 -3.15
H -5.25 -2.77 -1.49
H -3.79 -2.26 -4.05
H -3.00 -2.88 -2.56
H -4.26 -0.32 -2.73
C 0.96 -3.70 -5.00
C 0.95 -3.84 -3.51
C -0.36 -3.43 -2.90
O 1.30 -5.23 -3.12
H 1.01 -2.66 -5.38
H 0.08 -4.16 -5.48
H 1.79 -4.26 -5.49
H 1.79 -3.25 -3.09
H -0.37 -3.61 -1.83
H -1.14 -4.07 -3.31
H -0.55 -2.40 -3.12
H 0.88 -5.89 -3.72
C 2.51 -4.72 -0.08
C 3.64 -4.06 0.62
C 4.62 -3.30 -0.24
O 3.16 -3.24 1.67
H 2.66 -5.02 -1.09
H 1.72 -3.98 -0.15
H 2.05 -5.56 0.44
H 4.24 -4.84 1.07
H 4.16 -2.38 -0.58
H 4.97 -3.90 -1.10
H 5.40 -3.05 0.44
H 2.79 -2.41 1.28
C -4.45 -2.43 4.30
C -3.94 -1.11 3.68
C -5.07 -0.08 3.59
O -3.00 -0.62 4.54
H -4.97 -2.94 3.49
H -5.02 -2.25 5.21
H -3.60 -3.09 4.50
H -3.55 -1.28 2.67
H -5.24 0.32 4.61
H -5.98 -0.60 3.24
H -4.84 0.67 2.86
H -2.06 -0.91 4.45
C 2.15 -0.17 5.93
C 1.16 -0.85 5.03
C 1.20 -2.35 5.13
O -0.19 -0.42 5.36
H 2.16 -0.65 6.93
H 1.86 0.86 5.97
H 3.10 -0.36 5.47
H 1.36 -0.61 3.98
H 0.53 -2.88 4.50
H 0.94 -2.80 6.09
H 2.21 -2.60 4.88
H -0.30 -0.93 6.16
C -0.31 -5.69 3.78
C -1.73 -5.74 3.18
C -2.04 -6.99 2.38
O -2.67 -5.43 4.21
H -0.20 -4.87 4.45
H 0.44 -5.76 2.95
H -0.26 -6.54 4.45
H -1.68 -4.86 2.49
H -2.18 -7.84 3.08
H -1.22 -7.15 1.70
H -2.99 -6.90 1.95
H -2.46 -5.89 5.03
C 3.69 0.97 -4.00
C 3.56 -0.54 -4.44
C 4.86 -1.38 -4.24
O 2.49 -1.09 -3.65
H 3.91 0.97 -2.99
H 2.74 1.43 -4.23
H 4.50 1.30 -4.63
H 3.30 -0.55 -5.53
H 5.22 -1.18 -3.26
H 5.67 -1.06 -4.90
H 4.60 -2.45 -4.36
H 1.66 -0.52 -3.74
C 4.95 4.32 2.93
C 4.47 4.09 1.49
C 5.01 5.15 0.57
O 4.88 2.87 0.99
H 4.72 3.44 3.52
H 4.41 5.16 3.41
H 6.01 4.54 2.89
H 3.38 4.06 1.50
H 4.83 4.96 -0.49
H 6.10 5.24 0.66
H 4.57 6.13 0.89
H 5.84 2.88 1.06
C 1.10 3.54 -0.77
C -0.29 3.66 -1.49
C -0.26 4.62 -2.69
O -0.79 2.37 -1.88
H 1.61 4.52 -0.64
H 1.72 2.86 -1.43
H 0.98 3.08 0.22
H -0.97 4.14 -0.80
H -0.05 5.55 -2.17
H -1.20 4.73 -3.23
H 0.58 4.46 -3.38
H -0.89 1.71 -1.19
C -1.13 2.04 -5.60
C -0.58 0.64 -5.28
C 0.63 0.35 -6.15
O 0.36 0.39 -7.54
C 1.45 0.09 -8.43
N -0.14 0.36 -3.92
H -2.01 2.22 -4.95
H -1.31 2.06 -6.66
H -0.43 2.86 -5.36
H -1.36 -0.08 -5.54
H 1.06 -0.63 -5.81
H 1.43 1.11 -5.92
H 2.38 0.42 -8.02
H 1.20 0.67 -9.35
H 1.65 -0.96 -8.62
H -0.88 0.10 -3.27
H 0.28 1.21 -3.48
C -4.03 3.30 -1.64
C -3.75 2.85 -0.20
C -4.34 3.86 0.79
O -4.09 5.27 0.52
C -2.87 5.72 1.18
N -4.16 1.51 0.17
H -3.49 4.23 -1.86
H -5.08 3.39 -1.83
H -3.60 2.57 -2.36
H -2.69 2.80 0.00
H -4.05 3.67 1.84
H -5.45 3.81 0.74
H -2.83 5.40 2.22
H -2.92 6.78 1.09
H -1.96 5.32 0.70
H -5.21 1.47 0.24
H -3.84 0.93 -0.63
C -1.60 1.82 2.70
C -0.82 2.32 3.89
C -0.47 3.76 3.68
O 0.44 3.98 2.51
C 0.96 5.31 2.67
N -1.64 2.19 5.09
H -1.94 0.79 2.85
H -0.95 1.93 1.84
H -2.57 2.32 2.60
H 0.05 1.61 3.93
H -0.06 4.20 4.61
H -1.38 4.27 3.41
H 1.66 5.30 3.50
H 0.19 6.08 2.90
H 1.52 5.57 1.76
H -2.21 1.39 5.10
H -1.04 2.21 5.88
C -0.59 -1.83 1.27
C -0.18 -0.53 0.49
C 1.08 -0.56 -0.31
O 2.21 -0.85 0.49
C 2.68 0.26 1.19
N -1.28 0.02 -0.29
H -0.74 -2.75 0.67
H -1.41 -1.58 1.91
H 0.24 -2.10 2.01
H -0.03 0.15 1.32
H 1.21 0.41 -0.77
H 1.05 -1.25 -1.16
H 3.70 0.20 1.54
H 2.08 0.48 2.06
H 2.67 1.13 0.53
H -2.14 0.01 0.29
H -1.47 -0.63 -1.05
*
```

Molecular formula: C42H114N6O18
Method: DFT, ωB97M-V/def2-TZVPD

Results
Maximum force (eV Å⁻¹): 2.91
SMILES: COCCNCCOC.COCCNCCOC.COCCNCCOC.COCCNCCOC.COCCNCCOC.COCCNCCOC.CO.CO.CO.CO.CO.CO
Gap between HOMO and LUMO (hartree): 0.32797
Energy above the lowest of the compared OMol25 structures with the same formula, charge and spin (kJ/mol): 107.7
HOMO energy (eV): -8.4
LUMO energy (eV): 0.51
E_tot (eV): -91186.249

```
! wB97M-V def2-TZVPD RIJCOSX def2/J DEFGRID3
* xyz 0 1
C 13.53 -18.11 -9.39
O 14.55 -19.12 -9.30
C 14.08 -20.43 -9.11
C 15.24 -21.36 -8.80
N 15.79 -21.08 -7.51
C 16.83 -22.09 -7.23
C 17.51 -22.00 -5.82
O 18.03 -20.69 -5.82
C 18.42 -20.37 -4.50
H 12.92 -18.13 -8.48
H 12.93 -18.28 -10.28
H 13.98 -17.13 -9.47
H 13.54 -20.79 -9.99
H 13.35 -20.44 -8.30
H 15.94 -21.26 -9.62
H 14.86 -22.38 -8.88
H 16.25 -20.19 -7.65
H 17.63 -22.12 -7.97
H 16.29 -23.03 -7.21
H 18.26 -22.75 -5.61
H 16.75 -22.12 -5.04
H 18.71 -19.32 -4.49
H 19.33 -20.90 -4.21
H 17.60 -20.48 -3.79
C 16.48 -22.54 3.75
O 17.80 -22.67 3.22
C 18.53 -21.43 3.26
C 19.85 -21.66 2.54
N 19.67 -22.02 1.14
C 19.14 -20.90 0.30
C 18.93 -21.33 -1.18
O 18.06 -22.40 -1.33
C 16.72 -22.06 -1.05
H 16.01 -21.71 3.22
H 16.55 -22.39 4.83
H 15.85 -23.40 3.54
H 18.72 -21.25 4.32
H 17.91 -20.61 2.90
H 20.41 -22.50 2.97
H 20.49 -20.77 2.61
H 18.91 -22.66 0.97
H 19.72 -19.98 0.26
H 18.17 -20.53 0.64
H 19.91 -21.62 -1.57
H 18.57 -20.45 -1.72
H 16.06 -22.86 -1.39
H 16.44 -21.09 -1.47
H 16.59 -21.96 0.03
C 4.76 -21.08 -2.04
O 5.89 -21.95 -2.28
C 7.10 -21.19 -2.43
C 8.14 -21.88 -3.27
N 8.54 -23.13 -2.63
C 9.49 -23.84 -3.39
C 10.28 -24.74 -2.47
O 9.67 -25.96 -2.28
C 10.41 -26.93 -1.57
H 4.80 -20.66 -1.04
H 3.87 -21.70 -2.11
H 4.58 -20.24 -2.72
H 7.49 -21.04 -1.42
H 6.95 -20.23 -2.92
H 9.02 -21.24 -3.37
H 7.74 -22.07 -4.27
H 7.65 -23.61 -2.55
H 10.13 -23.13 -3.92
H 8.87 -24.40 -4.09
H 10.54 -24.21 -1.55
H 11.20 -24.95 -3.02
H 10.54 -26.65 -0.52
H 11.37 -27.07 -2.06
H 9.92 -27.90 -1.58
C 13.28 -30.68 -2.91
O 14.07 -29.64 -2.33
C 15.46 -29.83 -2.41
C 16.09 -28.50 -2.11
N 15.99 -27.52 -3.19
C 16.53 -26.25 -2.81
C 16.00 -25.06 -3.77
O 14.64 -24.77 -3.41
C 14.04 -23.72 -4.20
H 12.22 -30.66 -2.67
H 13.65 -31.67 -2.64
H 13.39 -30.58 -3.99
H 15.81 -30.18 -3.38
H 15.77 -30.59 -1.69
H 17.16 -28.67 -1.97
H 15.74 -28.16 -1.14
H 14.99 -27.43 -3.35
H 17.62 -26.25 -2.79
H 16.20 -25.98 -1.81
H 16.11 -25.20 -4.85
H 16.59 -24.17 -3.56
H 14.40 -22.76 -3.85
H 12.96 -23.64 -4.09
H 14.16 -23.70 -5.28
C 11.06 -32.15 -5.24
O 11.89 -33.06 -4.46
C 11.23 -34.31 -4.26
C 11.94 -35.21 -3.22
N 11.46 -34.98 -1.89
C 12.18 -35.79 -0.86
C 13.59 -35.23 -0.59
O 13.56 -33.82 -0.32
C 14.88 -33.32 -0.12
H 10.72 -32.59 -6.17
H 11.58 -31.20 -5.34
H 10.16 -31.95 -4.65
H 11.15 -34.89 -5.18
H 10.23 -34.10 -3.88
H 13.00 -34.95 -3.18
H 11.79 -36.24 -3.55
H 11.89 -34.09 -1.72
H 12.22 -36.79 -1.28
H 11.54 -35.85 0.02
H 14.20 -35.45 -1.46
H 14.03 -35.71 0.29
H 15.35 -33.81 0.72
H 14.76 -32.25 0.08
H 15.50 -33.42 -1.01
C 9.99 -30.83 -1.16
O 10.99 -30.02 -0.52
C 11.81 -30.70 0.40
C 12.98 -29.78 0.80
N 12.53 -28.84 1.83
C 13.69 -28.03 2.16
C 14.05 -26.88 1.12
O 12.97 -26.00 0.86
C 13.26 -24.98 -0.12
H 10.31 -31.82 -1.49
H 9.67 -30.17 -1.97
H 9.12 -30.95 -0.51
H 12.32 -31.55 -0.06
H 11.25 -31.00 1.29
H 13.26 -29.22 -0.09
H 13.76 -30.46 1.14
H 11.80 -28.25 1.45
H 14.51 -28.72 2.34
H 13.49 -27.51 3.09
H 14.31 -27.29 0.15
H 14.88 -26.30 1.53
H 13.37 -25.47 -1.09
H 14.18 -24.43 0.07
H 12.39 -24.33 -0.19
C 18.07 -25.10 0.83
O 18.79 -25.09 2.05
H 18.63 -24.43 0.18
H 17.98 -26.11 0.43
H 17.06 -24.71 0.96
H 18.72 -24.20 2.41
C 13.09 -28.92 -5.97
O 12.84 -27.84 -6.86
H 14.00 -28.72 -5.42
H 12.26 -28.94 -5.26
H 13.14 -29.88 -6.48
H 13.53 -27.81 -7.52
C 13.02 -20.64 -5.19
O 14.45 -20.41 -5.06
H 12.54 -19.74 -5.58
H 12.77 -21.50 -5.81
H 12.60 -20.94 -4.23
H 14.90 -20.66 -5.87
C 17.54 -30.72 1.24
O 17.09 -29.40 1.04
H 16.72 -31.36 1.57
H 17.81 -31.10 0.26
H 18.34 -30.69 1.98
H 17.05 -28.94 1.88
C 11.13 -24.55 -7.19
O 9.74 -24.55 -6.87
H 11.40 -25.21 -8.01
H 11.40 -23.59 -7.64
H 11.75 -24.64 -6.30
H 9.49 -25.36 -6.41
C 17.42 -27.70 -6.28
O 17.04 -28.75 -5.41
H 18.37 -27.29 -5.94
H 17.47 -27.99 -7.33
H 16.77 -26.83 -6.21
H 16.66 -28.38 -4.61
*
```

Which of these has the lowest HOMO energy?
C42H114N4O13

Among the records above, which one has the highest maximum force?
C42H114N4O13

Which formula does entry 2 have?
C42H114N6O18